Entry 1:
This record from OMol25 describes a 2-piece molecular cluster, C3H11NPS overall in a non-equilibrium geometry. The level of theory is ωB97M-V with the def2-TZVPD basis set.

Output
**F_max**: 3.98 eV/A
**ΔE to the lowest compared entry with this formula, charge and spin**: 24.41 kJ/mol
**Charge**: +1
**Highest occupied orbital energy**: -11.584 eV

Element x y z (Å)
C  3.40  2.36  -1.50
C  -2.43  -3.22  1.91
C  1.22  0.96  -0.56
N  1.67  0.28  -1.84
P  1.62  2.16  -1.89
S  -1.37  -1.93  1.24
H  3.71  3.41  -1.45
H  4.09  1.93  -2.17
H  3.43  1.89  -0.51
H  -1.95  -3.85  2.62
H  -2.55  -3.89  1.01
H  -3.27  -2.69  2.54
H  0.27  0.89  -0.22
H  2.06  0.89  0.15
H  -1.57  -0.97  2.20
H  2.59  -0.22  -1.54
H  1.06  -0.27  -2.43

Charges per atom according to Löwdin partitioning, unit e: -0.28 -0.51 -0.28 -0.11 1.06 0.55 0.07 0.04 0.03 0.00 0.04 0.08 0.04 0.10 -0.15 0.19 0.13

---

Entry 2:
This record from OMol25 describes a 2-piece molecular cluster, C3H11NS overall in a non-equilibrium geometry. The level of theory is ωB97M-V with the def2-TZVPD basis set.

Output
**F_max**: 1.66 eV/A
**SMILES string**: CCN.CS
**ΔE to the lowest compared entry with this formula, charge and spin**: 51.61 kJ/mol
**Highest occupied orbital energy**: -9.133 eV

Element x y z (Å)
C  -1.04  -1.17  0.90
C  -1.46  -0.45  -0.39
N  -2.22  0.77  -0.04
H  -0.49  -2.06  0.61
H  -0.51  -0.44  1.50
H  -1.99  -1.39  1.38
H  -0.63  -0.20  -1.06
H  -2.16  -1.09  -0.93
H  -2.71  1.08  -0.86
H  -1.58  1.51  0.24
C  2.48  0.71  -0.70
S  1.87  0.82  1.03
H  2.00  1.46  -1.32
H  3.55  0.84  -0.79
H  2.13  -0.26  -1.05
H  2.75  -0.12  1.46

Charges per atom according to Löwdin partitioning, unit e: -0.13 -0.35 -0.02 0.07 0.00 0.07 0.08 0.10 0.05 0.05 -0.47 0.63 0.02 0.02 0.01 -0.14